Entry 1:
A structure of composition C28H39BIrN7O4S5 in a non-equilibrium geometry. Source: the OMol25 dataset; level of theory: the ωB97M-V functional and the def2-TZVPD basis.

Geometry (Å):
Ir  0.11132  -1.35446  -0.91732
C  -4.75178  3.25404  -3.44662
C  -4.12788  1.90694  -3.07262
C  -3.37108  1.36334  -4.28542
C  -5.22778  0.94214  -2.62202
N  -3.20508  2.10354  -1.95022
C  -3.07318  3.26794  -1.23842
C  -2.20018  3.04094  -0.23212
N  -1.78788  1.74094  -0.31372
B  -0.70098  1.09464  0.52098
N  -1.21528  0.47464  1.80698
C  -2.40218  0.72174  2.44278
C  -2.61238  -0.26686  3.33718
N  -1.55738  -1.14406  3.26638
C  -0.71538  -0.68146  2.31008
S  0.78962  -1.28076  1.82288
C  -1.53898  -2.46386  3.91608
C  -1.88588  -3.51076  2.85738
C  -2.59618  -2.51356  5.02358
C  -0.16598  -2.74636  4.52548
N  0.49912  2.00494  0.68838
C  0.97472  2.61614  1.81588
C  2.19652  3.11544  1.54198
N  2.49922  2.81594  0.23008
C  1.44632  2.11914  -0.28182
S  1.22862  1.46494  -1.82162
C  3.82382  3.14014  -0.31742
C  4.03512  4.65454  -0.17882
C  4.87182  2.37044  0.50588
C  3.97562  2.77014  -1.79002
C  -2.39398  1.16684  -1.38542
S  -2.23028  -0.49166  -1.85352
H  -5.39798  3.11764  -4.30852
H  -3.98188  3.97484  -3.71202
H  -5.36078  3.64924  -2.63672
H  -4.03848  1.33414  -5.14242
H  -3.00398  0.36074  -4.09412
H  -2.52748  2.00744  -4.52182
H  -5.91848  0.76904  -3.44132
H  -5.77998  1.36534  -1.78372
H  -4.80098  -0.01136  -2.32292
H  -3.58718  4.16974  -1.48282
H  -1.85018  3.69794  0.53598
H  -0.26288  0.12734  -0.15502
H  -2.98828  1.58604  2.21188
H  -3.42848  -0.39416  4.01338
H  -2.88998  -3.34276  2.47288
H  -1.83628  -4.50696  3.28478
H  -1.20988  -3.45896  2.00818
H  -3.60088  -2.43306  4.61528
H  -2.43648  -1.73736  5.76988
H  -2.52778  -3.48166  5.51238
H  0.59522  -2.79516  3.75348
H  -0.20268  -3.70416  5.03708
H  0.11522  -1.97756  5.24198
H  0.40732  2.64684  2.72168
H  2.87492  3.63484  2.18578
H  3.94712  4.98024  0.85418
H  3.30302  5.18894  -0.78062
H  5.03012  4.92114  -0.52522
H  5.12272  2.88784  1.42768
H  5.78562  2.25884  -0.07032
H  4.51052  1.37634  0.75858
H  3.16902  3.18114  -2.38832
H  3.99592  1.69434  -1.93552
H  4.91652  3.17704  -2.15122
O  -2.82338  -2.68926  -1.73332
S  -1.61298  -3.37646  -1.24162
O  -1.82308  -4.78776  -1.07692
O  -1.23318  -2.74866  0.07868
O  -0.45388  -3.07896  -2.15362
S  4.92692  -1.28766  -0.54902
C  3.26082  -0.86326  -0.67232
N  2.44142  -1.81296  -0.95762
C  3.08912  -3.01306  -1.11132
C  2.51092  -4.24686  -1.40392
C  3.33842  -5.34666  -1.51122
C  4.72172  -5.23836  -1.35372
C  5.31232  -4.02696  -1.05832
C  4.48652  -2.92246  -0.93332
H  2.95222  0.15054  -0.51682
H  1.44022  -4.30076  -1.53622
H  2.91332  -6.31396  -1.72662
H  5.33862  -6.11776  -1.46542
H  6.37992  -3.93846  -0.93502

Calculated values
- highest occupied orbital energy (spin up / spin down) (eV) = -7.16 / -7.24
- F_max (eV Å⁻¹) = 4.66

Entry 2:
A structure of composition C28H39Br2CdN8O2 in a non-equilibrium geometry. Source: the OMol25 dataset; level of theory: the ωB97M-V functional and the def2-TZVPD basis.

Geometry (Å):
Cd  0.72634  0.14581  0.38727
C  1.52854  1.21378  -2.78455
C  0.01534  1.08691  -2.94091
N  -0.59003  0.53376  -1.71737
C  -1.93331  1.02610  -1.50299
C  -2.02272  2.52385  -1.20592
N  -1.21197  2.88501  -0.05087
C  -0.70835  4.22449  0.00099
C  0.47993  4.42508  -0.98311
C  1.84333  4.07100  -0.39823
N  1.80504  2.73102  0.24125
C  3.13682  2.15950  0.48136
C  3.60081  1.21083  -0.67114
N  2.65038  0.12021  -0.83278
C  2.23875  -0.05265  -2.28691
H  1.63719  1.99070  -2.06818
H  2.05082  1.55662  -3.64678
H  -0.23311  0.50522  -3.83443
H  -0.33743  2.11118  -3.11920
H  -0.69553  -0.44015  -1.90047
H  -2.31987  0.54283  -0.57237
H  -2.54188  0.74779  -2.37270
H  -3.07900  2.79589  -1.08980
H  -1.67677  3.12803  -2.08322
H  -1.58308  2.52741  0.83872
H  -0.42321  4.41768  1.05476
H  -1.42808  5.00452  -0.34105
H  0.50644  5.46569  -1.31050
H  0.25909  3.80827  -1.88230
H  2.18332  4.84301  0.35932
H  2.62739  3.98779  -1.14205
H  1.27499  2.78986  1.12745
H  2.99133  1.50701  1.34520
H  3.88116  2.89845  0.71789
H  4.64373  0.79427  -0.45988
H  3.73414  1.75144  -1.61993
H  3.03144  -0.77824  -0.52107
H  1.57254  -0.94162  -2.32203
H  3.13465  -0.21581  -2.87852
C  0.08434  -3.35248  0.75053
C  -1.02518  -2.47495  1.29050
C  -2.21503  -2.96766  1.71975
C  -3.18610  -2.11940  2.22759
C  -2.79243  -0.76610  2.53749
C  -3.53765  0.13660  3.33495
Br  -5.37894  -0.23503  3.78190
C  -2.97009  1.30016  3.80585
C  -1.66080  1.67700  3.42127
Br  -0.93121  3.35106  4.03743
C  -0.89942  0.89763  2.57781
O  0.30707  1.21294  2.20269
C  -1.50637  -0.38428  2.16152
N  -0.73468  -1.14607  1.40987
H  -0.25234  -4.38310  0.76504
H  0.95548  -3.29896  1.38550
H  0.36206  -3.12473  -0.27210
H  -2.38080  -4.05635  1.66991
H  -4.19329  -2.45809  2.56486
H  -3.52924  1.92665  4.46723
O  -0.19899  -2.00864  -2.55487
N  -1.13607  -2.93943  -2.64410
C  -2.13602  -2.98563  -1.74424
C  -3.12436  -3.95864  -1.84839
C  -3.06493  -4.84130  -2.92463
C  -2.01992  -4.74066  -3.85899
C  -1.04691  -3.77976  -3.67527
H  -1.96483  -2.20926  -1.00061
H  -3.92922  -3.94612  -1.14131
H  -3.79048  -5.61776  -3.14015
H  -1.97838  -5.48504  -4.64747
H  -0.20142  -3.54185  -4.35206
N  2.89063  -1.51075  4.18562
C  4.05277  -1.92596  3.60304
C  3.98873  -1.50267  2.32798
N  2.85333  -0.82384  2.08760
C  2.18467  -0.80184  3.23165
H  2.58509  -1.57594  5.19964
H  4.77821  -2.55773  4.04506
H  4.74946  -1.71345  1.58426
H  1.22412  -0.37115  3.41266

Calculated values
- highest occupied orbital energy (spin up / spin down) (eV) = -4.27 / -6.41
- multiplicity = 2
- relative energy (zero: lowest compared OMol25 entry of this formula, charge and spin) (kcal per mole) = 0.0
- expectation value of S² = 0.77
- F_max (eV Å⁻¹) = 3.14

Entry 3:
A structure of composition C28H39BrCoIN7O2S2Si2. Source: the OMol25 dataset; level of theory: the ωB97M-V functional and the def2-TZVPD basis.

Geometry (Å):
Co  0.07932  0.41006  0.65473
N  1.35227  -2.86913  0.24021
C  0.80269  -2.58463  1.44973
N  0.43810  -1.38195  1.79099
C  0.18921  -1.29626  3.14970
C  0.25708  -2.46662  3.81840
S  0.72184  -3.73505  2.74037
C  -0.04647  0.05345  3.65939
C  -0.14579  0.47941  4.93783
S  -0.28213  2.20283  4.96995
C  -0.19708  2.22971  3.23504
N  -0.10383  1.04349  2.70260
N  -0.20320  3.37448  2.52028
H  1.22256  -2.13807  -0.44763
H  1.25141  -3.80640  -0.11452
H  0.07359  -2.66272  4.85973
H  -0.11426  -0.09519  5.84638
H  -0.59833  4.20144  2.93096
H  -0.24954  3.29995  1.50518
C  -2.12771  -2.68530  -0.54853
Si  -2.96734  -1.25649  0.37389
C  -3.14285  -1.68796  2.20511
C  -4.72760  -1.36177  -0.31615
C  -2.15433  0.40138  0.09975
C  -1.58942  0.50782  -1.25394
C  -2.19078  1.13914  -2.35832
C  -1.52677  1.21503  -3.55921
C  -0.24609  0.67674  -3.67692
C  0.30574  0.09468  -2.56029
N  -0.33961  -0.01050  -1.39407
Si  -3.24189  1.80832  0.67469
C  -5.03245  1.84760  0.04919
C  -2.58807  3.49735  0.13273
C  -3.42940  1.73617  2.56013
H  -1.86451  -3.49774  0.13126
H  -1.24264  -2.37451  -1.09128
H  -2.82845  -3.08946  -1.28140
H  -3.10100  -2.77076  2.34704
H  -4.10730  -1.34577  2.58460
H  -2.37242  -1.23748  2.82654
H  -5.01399  -2.41234  -0.40681
H  -4.80230  -0.91118  -1.30853
H  -5.46319  -0.87941  0.32795
H  -3.17711  1.56576  -2.24408
H  -1.99321  1.70031  -4.40743
H  0.31669  0.74040  -4.59692
H  1.32496  -0.27352  -2.57102
H  -5.11312  1.80457  -1.03859
H  -5.46813  2.79897  0.36797
H  -5.65250  1.05079  0.46136
H  -3.25190  3.92290  -0.62286
H  -1.58692  3.44366  -0.29364
H  -2.57929  4.19820  0.97161
H  -4.38627  1.28491  2.83019
H  -3.41515  2.73989  2.99143
H  -2.64601  1.15126  3.03793
C  4.32866  1.69845  2.00744
C  3.18345  1.31385  1.12169
N  2.82631  0.11043  0.86763
O  3.55364  -0.84130  1.60097
C  2.39188  2.37585  0.49947
C  2.97473  3.72681  0.23564
N  1.16626  2.07974  0.18396
O  0.41379  2.93808  -0.41974
H  4.84061  0.82778  2.40235
H  3.96073  2.30877  2.83458
H  5.03699  2.31113  1.44809
H  3.30151  -1.66987  1.17426
H  3.89718  3.66302  -0.34496
H  3.20690  4.24836  1.16764
H  2.24559  4.31115  -0.32079
Br  7.09393  -2.53733  -3.12705
C  5.43692  -2.87566  -3.96926
C  5.41447  -3.81546  -4.99182
C  4.22779  -4.10717  -5.64215
C  3.05961  -3.45905  -5.27109
C  3.08393  -2.52221  -4.25147
C  4.27121  -2.22110  -3.59115
I  4.20734  -0.81323  -2.05431
H  6.33203  -4.31296  -5.27131
H  4.22024  -4.83896  -6.43794
H  2.12713  -3.67593  -5.77400
H  2.17207  -2.01361  -3.96938

Calculated values
- highest occupied orbital energy (spin up / spin down) (eV) = -6.94 / -7.35
- multiplicity = 4
- relative energy (zero: lowest compared OMol25 entry of this formula, charge and spin) (kcal per mole) = 6.2
- expectation value of S² = 3.76
- F_max (eV Å⁻¹) = 0.63

Q: The highest F_max belongs to which entry?
A: C28H39BIrN7O4S5

Q: Which value of F_max does entry 3 give?
A: 0.63 eV Å⁻¹